Entry 1:
Entry from the OMol25 dataset: a cluster of 5 separate species, C25H48N2O9 in total in a non-equilibrium geometry (ωB97M-V/def2-TZVPD).

Calculated values
LUMO level = 0.7 eV
SMILES string = CC(=O)OCC[C@H]1C[C@@H](OCCNC[C@H](C)O)NC1=O.CC(C)=O.CC(C)=O.CC(C)=O.CC(C)=O
energy = -48107.8964 eV
orbital gap = 8.80 eV
energy above the lowest of the compared OMol25 structures with the same formula, charge and spin = 3.4813 eV

Last column: Löwdin charge in e.
Positions of all 84 atoms, in Å:
H: -7.620 2.176 8.958  0.0869
O: -5.780 -0.270 9.283  0.0579
N: -2.136 0.767 0.089  0.0830
C: -2.593 -2.252 0.605  -0.1333
C: 2.057 -1.375 0.889  -0.3831
H: -2.246 1.575 0.729  0.1503
H: -3.203 -1.691 -4.285  0.1365
C: -4.391 -0.690 4.325  -0.4972
H: -0.751 -1.479 -0.362  0.1107
C: -0.967 -2.152 0.552  -0.1782
C: -1.874 -0.302 -3.150  -0.1104
C: -2.589 0.864 -2.321  -0.1796
C: 11.095 0.398 -4.325  -0.0234
H: -6.806 1.311 7.640  0.0744
H: 2.921 2.081 -1.791  0.0688
C: -0.745 -0.059 -7.752  0.0003
H: 2.498 -3.021 -0.194  0.0969
C: 9.668 0.383 -4.806  -0.4878
H: 1.707 0.242 -0.618  0.0759
H: -4.673 1.369 -1.294  0.1210
C: -3.331 -0.097 -0.114  -0.3111
H: -0.540 -1.172 -7.875  0.0803
H: 11.485 -0.621 -4.287  0.0856
H: -3.986 0.075 0.806  0.1522
H: 7.004 1.258 -2.691  0.0614
H: 8.336 -0.121 -6.394  0.0828
H: -0.840 0.093 -3.444  0.1264
H: -2.390 -0.572 3.599  0.0563
H: -3.011 -1.940 1.617  0.1080
H: 1.109 -3.010 2.202  0.1246
N: -0.394 -1.514 1.761  -0.0920
O: -0.421 1.803 -1.349  0.0399
H: -4.382 -0.395 -1.990  0.1228
H: -6.325 -0.864 5.206  0.0844
H: 3.228 1.122 -3.253  0.0877
O: -3.159 -1.471 -0.496  -0.1538
H: 6.162 2.359 -3.797  0.0884
H: -0.559 -0.503 1.799  0.0773
C: -3.926 0.538 -1.494  -0.0544
O: -1.692 -0.976 -5.552  -0.0620
H: 9.941 0.416 -6.928  0.0856
H: -2.566 -0.189 5.323  0.0880
H: 0.263 0.471 -7.882  0.0927
O: 5.230 1.599 -0.963  0.0524
H: 1.143 0.750 1.087  0.0736
H: -6.673 1.741 11.435  0.0858
C: 9.406 -0.173 -6.180  -0.0224
C: -5.283 -1.023 5.490  -0.0199
H: -5.048 -0.374 6.336  0.0736
C: -6.653 1.830 8.589  -0.0245
H: 1.327 -1.367 2.988  0.1261
H: 11.705 1.013 -4.990  0.0855
H: -1.715 -1.269 -2.570  0.1135
H: -0.528 -3.174 0.302  0.1239
C: -2.667 -0.698 -4.514  -0.1598
H: 9.722 -1.217 -6.226  0.0858
H: 11.133 0.825 -3.320  0.0844
O: 2.056 -2.155 -0.339  -0.0972
C: -2.907 -0.847 4.520  -0.0236
C: 6.055 1.459 -3.188  -0.0413
C: 3.589 1.955 -2.646  -0.0242
H: -5.303 0.621 11.568  0.0834
H: -3.431 0.103 -4.790  0.1349
H: -5.153 -2.071 5.771  0.0908
H: -5.987 2.678 8.421  0.0871
C: 4.982 1.665 -2.153  -0.4972
O: -1.465 1.344 -5.822  0.0415
H: -2.894 -3.354 0.454  0.1274
H: -5.039 2.243 10.898  0.0857
H: 3.113 -1.511 1.341  0.1372
H: 2.967 0.663 0.633  0.0825
C: 1.024 -1.882 2.000  -0.1918
C: -1.341 0.180 -6.276  -0.4121
H: -1.472 0.310 -8.548  0.0921
H: -2.671 -1.886 4.757  0.0922
C: -6.035 0.881 9.582  -0.5056
O: -4.852 -0.308 3.263  0.0453
H: 3.587 2.878 -3.230  0.0854
H: 5.804 0.604 -3.819  0.0867
C: -1.521 1.242 -1.151  -0.3344
O: 8.763 0.803 -4.111  0.0566
H: -2.738 1.773 -3.004  0.1540
C: 1.931 0.173 0.508  -0.0474
C: -5.746 1.413 10.961  -0.0268

***

Entry 2:
Entry from the OMol25 dataset: a cluster of 8 separate species, C32H77BN7O15 in total in a non-equilibrium geometry (ωB97M-V/def2-TZVPD).

Calculated values
total charge = -1
LUMO level = 2.4 eV
energy = -76254.3003 eV
orbital gap = 7.96 eV
energy above the lowest of the compared OMol25 structures with the same formula, charge and spin = 2.6978 eV

Last column: Löwdin charge in e.
Positions of all 132 atoms, in Å:
H: 0.629 5.916 -9.256  0.0720
H: 1.239 -2.593 0.660  0.0382
H: 4.188 -2.748 4.059  0.1217
H: 4.482 0.977 -1.700  0.1262
C: 4.845 -3.234 1.651  -0.1101
H: -1.945 3.553 3.907  0.1268
O: -1.524 4.481 5.667  -0.1872
H: -3.555 -1.965 -4.484  0.0684
O: -0.359 1.881 -0.569  0.1964
H: -3.600 0.726 -5.310  0.1229
C: 3.912 -5.391 -0.901  -0.1489
H: -0.721 5.327 7.366  0.0862
H: 4.316 -4.509 -1.407  0.0814
C: 4.810 2.513 0.338  -0.1176
H: -0.194 1.697 4.022  0.0346
O: 0.203 2.857 -2.497  0.1315
H: -0.965 -1.625 5.427  0.1169
H: 5.832 2.369 -0.027  0.0866
H: 2.856 1.565 -1.137  0.1271
H: -6.185 -0.618 -4.781  0.1344
N: 1.748 -3.944 4.292  0.0378
C: -0.509 -3.522 -0.865  -0.0683
H: 2.053 3.213 -10.379  0.0664
H: 0.752 2.847 -7.022  0.1177
B: -1.582 1.182 -0.081  -0.9100
C: -1.540 -0.561 1.338  -0.3697
C: -4.663 0.518 -5.464  -0.2136
H: -1.033 -4.210 -1.545  0.0695
C: -2.132 2.050 -2.157  -0.3762
H: -4.415 -1.967 -5.870  0.0608
H: 1.668 -0.160 -2.620  0.0803
H: -2.959 -4.855 7.648  0.0697
O: -4.876 0.169 -6.823  -0.2093
C: -1.323 3.635 -5.877  -0.1113
O: -2.235 0.700 3.262  0.1483
H: -2.611 0.587 7.086  0.0884
H: -1.868 0.471 5.507  0.0482
H: -3.929 -3.518 7.165  0.0770
C: -0.830 5.518 6.298  -0.1317
H: 1.171 4.388 -6.592  0.1280
C: -2.896 -3.800 7.384  -0.0682
H: 2.931 -1.591 5.687  0.0651
H: -1.152 5.159 3.730  0.1212
O: -2.882 -1.227 6.067  -0.1745
H: -5.375 0.723 -2.873  0.0858
C: 0.570 3.886 -7.355  -0.2000
H: -1.151 -1.463 7.154  0.1313
N: -4.485 -1.851 -4.868  0.0424
O: -2.575 1.383 -1.125  0.2364
H: -1.343 6.490 6.284  0.0806
H: 4.219 3.252 -0.210  0.0887
H: 3.259 -0.585 -3.212  0.0798
C: 3.418 -2.417 3.345  -0.2209
C: -1.920 0.698 2.115  -0.3499
H: 0.823 4.537 2.277  0.0771
C: 0.790 3.553 2.761  -0.0548
H: -0.633 2.357 5.356  0.0390
C: 1.819 2.865 -9.370  -0.0608
H: -2.505 -3.282 8.269  0.0844
H: 0.904 -4.027 4.860  0.0198
H: -0.379 -4.109 7.373  0.0769
H: 1.230 -2.222 3.256  0.1048
H: -5.935 1.776 -7.677  0.0857
H: 3.979 -1.273 -0.916  0.1294
O: -1.301 -0.246 0.093  0.2406
H: 1.481 -5.338 -1.609  0.1252
C: -2.758 0.186 6.081  -0.1116
C: 2.015 -2.571 3.923  -0.4232
O: 2.830 -5.086 -0.064  -0.1550
H: -3.545 0.693 5.529  0.0869
H: 3.700 -6.201 -1.609  0.0814
H: 1.319 -0.112 -0.228  0.0614
C: -0.586 2.261 -1.824  -0.3735
C: -1.943 -3.346 6.305  -0.4163
C: 1.948 -1.666 5.214  -0.0563
H: -0.944 -5.152 6.479  0.0738
O: -2.703 2.432 -3.136  0.1379
H: -4.758 0.924 -8.715  0.0811
N: 0.853 -3.395 1.184  0.0586
C: 3.692 0.886 -0.939  -0.2166
C: 0.254 3.669 4.191  -0.3855
H: 1.705 5.216 -10.123  0.0532
H: -0.103 -2.654 -1.379  0.0662
H: -0.069 3.765 -9.315  0.1324
O: 3.544 -3.245 2.209  -0.2013
H: 5.395 -4.159 1.840  0.0837
H: 0.144 5.745 5.857  0.0778
H: -2.316 4.070 -5.824  0.0891
H: 2.716 2.879 -8.751  0.0830
C: 0.527 -4.266 0.026  -0.3903
O: 4.251 1.220 0.313  -0.1947
C: -4.949 -0.264 -3.050  -0.0496
O: -0.856 3.930 -7.180  -0.2177
H: 1.016 4.154 4.801  0.1164
H: 2.241 -1.801 -2.475  0.0585
H: 2.426 -4.195 5.016  0.0686
H: -1.354 -3.265 -0.229  0.0633
H: -1.335 2.581 -5.572  0.0762
H: 0.202 2.999 2.025  0.0636
H: 1.806 3.163 2.719  0.0760
H: 5.459 -2.394 1.990  0.0809
H: 4.781 -5.829 -0.402  0.0813
H: 4.901 2.967 1.327  0.0803
O: -1.992 1.718 1.227  0.2240
C: -4.969 1.277 -7.703  -0.1033
N: 2.107 -0.707 -0.002  0.0822
H: -5.343 1.340 -5.212  0.1246
H: 2.508 -0.339 0.856  0.0752
C: 1.744 -4.623 -0.819  -0.2186
C: 0.897 3.964 -8.834  -0.4415
N: 0.195 2.267 4.769  0.0467
C: 3.169 -0.551 -1.028  -0.3931
H: 1.982 -3.676 -1.328  0.1024
H: 0.001 -5.147 0.411  0.1311
H: -4.071 1.873 -7.504  0.0838
N: -0.698 -4.165 6.399  0.0255
H: 1.787 -0.660 4.810  0.0644
C: -5.121 -0.598 -4.505  -0.4676
C: -1.186 4.221 4.300  -0.1690
O: -1.327 -1.634 1.842  0.1315
C: 2.553 -0.758 -2.396  -0.0613
H: -0.571 4.040 -5.188  0.0811
H: -2.326 -3.543 5.298  0.1458
H: 1.157 -2.023 5.862  0.0383
H: -3.876 -0.329 -2.875  0.0770
H: 3.623 -1.367 3.095  0.1221
N: 1.443 5.312 -9.139  0.0290
H: 4.708 -3.096 0.578  0.0612
H: -5.582 -0.981 -2.529  0.0835
H: -0.035 -2.960 1.477  0.0327
H: 1.312 1.908 -9.450  0.0800
C: -1.641 -1.868 6.254  -0.2219

***

Entry 3:
Entry from the OMol25 dataset: an isolated molecule of C6H10 in a non-equilibrium geometry (ωB97M-V/def2-TZVPD).

Calculated values
LUMO level (alpha / beta) = 0.1 / 0.4 eV
energy = -6379.8745 eV
orbital gap (alpha / beta) = 8.26 / 8.20 eV
energy above the lowest of the compared OMol25 structures with the same formula, charge and spin = 3.9850 eV

Last column: Löwdin charge in e.
Positions of all 16 atoms, in Å:
H: 2.518 0.350 0.615  0.0730
H: 1.256 0.348 -1.534  0.1355
H: 2.329 -1.319 0.050  0.0772
H: -3.161 0.297 0.264  0.0576
H: 0.188 -1.781 -1.601  0.0716
H: -0.374 -1.700 0.076  0.0415
C: 1.789 -0.436 0.411  -0.0751
C: -0.174 -1.112 -0.804  0.0184
H: 0.592 2.183 -0.001  0.1054
C: -1.255 1.218 0.324  -0.1842
C: -2.089 0.053 0.214  0.0152
H: -1.732 2.158 0.611  0.0987
C: 0.721 0.062 -0.615  -0.4347
H: -1.926 -0.880 0.704  0.0235
C: 0.031 1.259 -0.063  -0.1079
H: 1.288 -0.702 1.349  0.0844

***

Entry 4:
Entry from the OMol25 dataset: a structure of composition C47H55GeN5O2P2S3Sc in a non-equilibrium geometry (ωB97M-V/def2-TZVPD).

Calculated values
total charge = +1
LUMO level = -3.6 eV
energy = -189470.3103 eV
orbital gap = 5.91 eV
energy above the lowest of the compared OMol25 structures with the same formula, charge and spin = 0.3724 eV

Last column: Löwdin charge in e.
Positions of all 116 atoms, in Å:
C: -18.867 -19.075 4.785  -0.1030
H: -19.806 -11.475 0.963  0.0011
H: -16.449 -10.216 5.714  0.1219
C: -16.509 -17.983 10.381  -0.0682
H: -17.152 -14.059 -1.471  0.0060
C: -15.692 -8.604 6.947  -0.0867
C: -24.347 -16.475 9.547  -0.4388
H: -21.199 -17.617 9.727  0.0700
H: -24.387 -16.582 10.614  0.0346
H: -20.021 -13.113 0.377  0.0187
N: -19.300 -16.387 6.108  -0.4770
O: -14.966 -11.814 4.198  -0.1306
H: -24.942 -15.873 3.040  0.1216
C: -17.817 -18.389 8.427  -0.1135
C: -20.291 -12.484 5.274  -0.1261
H: -20.879 -10.406 5.603  0.1100
H: -11.098 -14.653 4.988  0.1133
S: -12.822 -13.294 0.241  0.9003
H: -20.046 -17.865 7.284  0.1013
H: -14.645 -7.364 8.306  0.1110
H: -17.936 -19.622 10.240  0.1161
C: -19.467 -12.167 0.212  -0.2046
H: -13.855 -10.717 -1.163  0.0766
C: -20.387 -16.855 6.962  -0.2942
C: -16.845 -13.350 1.946  -0.3909
C: -21.687 -16.781 9.186  -0.4968
H: -19.837 -11.707 -0.692  0.0062
H: -12.561 -7.263 6.815  0.1359
C: -14.429 -15.815 2.373  -0.1546
H: -15.721 -19.002 6.046  0.0974
C: -14.401 -9.708 5.217  -0.0788
H: -13.005 -12.681 -2.140  0.0821
H: -10.625 -16.037 2.950  0.1158
H: -16.752 -9.987 -0.678  0.0388
H: -12.330 -9.399 4.007  0.0533
H: -18.900 -12.333 8.886  0.1127
N: -12.061 -14.610 4.764  0.2039
H: -18.651 -14.358 7.556  0.0821
S: -23.227 -17.516 8.611  0.7849
C: -23.626 -15.228 4.703  -0.0787
C: -16.526 -19.373 5.424  -0.1220
H: -21.112 -15.022 8.129  0.0865
H: -21.278 -17.051 6.330  0.0962
C: -12.764 -10.795 -1.096  -0.5165
H: -22.954 -16.382 1.553  0.1104
C: -18.805 -20.319 4.203  -0.0873
H: -20.677 -16.015 2.420  0.0674
C: -20.512 -11.346 6.067  -0.0750
C: -19.222 -13.517 7.144  -0.1204
C: -11.670 -15.925 2.772  -0.0018
O: -12.288 -8.647 4.638  0.0765
C: -22.797 -16.106 2.616  -0.0910
C: -14.131 -10.795 4.243  -0.3451
N: -13.076 -10.793 3.411  0.0160
C: -17.672 -21.139 4.289  -0.0746
S: -12.143 -10.339 0.509  0.9819
H: -19.800 -18.481 4.794  0.1056
Sc: -14.664 -13.182 2.555  0.9932
C: -16.558 -13.172 -1.281  -0.2248
N: -13.793 -14.982 3.242  -0.0220
C: -13.427 -7.950 6.618  -0.0061
C: -20.142 -11.301 7.428  -0.0824
H: -16.688 -8.507 7.371  0.1039
C: -21.275 -15.348 4.344  -0.3687
H: -11.665 -17.457 1.246  0.1317
H: -15.907 -15.591 8.031  0.0970
H: -15.496 -13.356 -1.113  -0.0298
C: -16.481 -20.643 4.864  -0.0773
C: -23.892 -15.759 3.437  -0.0768
P: -19.505 -15.139 4.868  0.9904
H: -17.197 -12.791 2.840  -0.0256
H: -12.607 -13.851 5.118  0.1111
C: -17.264 -17.301 7.772  -0.4157
C: -12.413 -12.250 -1.342  -0.3814
H: -17.441 -14.276 1.917  -0.0331
H: -14.248 -17.495 1.261  0.0897
Ge: -17.453 -12.360 0.314  0.7740
H: -17.362 -9.890 0.938  0.0149
H: -12.331 -10.062 -1.796  0.1021
C: -17.447 -18.783 9.713  -0.0697
C: -12.542 -11.857 1.300  -0.8121
C: -16.363 -16.487 8.450  -0.1336
H: -24.126 -15.451 9.200  0.0415
C: -22.335 -15.047 5.205  -0.0965
H: -24.484 -15.083 5.387  0.1125
C: -17.701 -18.594 5.357  -0.4166
C: -15.608 -9.543 5.918  -0.0184
H: -15.532 -21.205 4.901  0.1101
N: -13.061 -11.817 2.545  -0.2268
H: -19.757 -20.767 3.830  0.1193
H: -20.342 -10.453 8.082  0.1018
C: -16.117 -16.755 9.778  -0.0938
C: -19.381 -12.369 7.893  -0.1009
C: -13.696 -16.774 1.740  -0.0393
H: -18.394 -19.115 7.808  0.1178
H: -19.768 -15.865 8.719  0.1080
C: -20.741 -16.038 8.202  -0.2333
C: -19.695 -13.581 5.813  -0.4006
C: -12.508 -15.206 3.636  -0.3410
C: -12.275 -16.795 1.879  -0.0053
H: -11.335 -12.315 -1.500  0.0874
C: -13.365 -8.717 5.404  -0.2479
C: -16.734 -10.522 0.310  -0.2396
H: -15.511 -15.758 2.268  0.1147
H: -22.139 -16.108 9.938  0.0615
P: -17.556 -16.915 6.024  1.0075
C: -14.558 -7.927 7.388  -0.0803
H: -20.635 -12.477 4.244  0.1081
H: -15.692 -10.475 0.647  -0.0114
C: -21.503 -15.878 3.053  -0.1143
H: -16.204 -18.120 11.455  0.1184
H: -25.344 -16.726 9.161  0.0323
H: -22.121 -14.635 6.163  0.0895
H: -17.636 -22.125 3.934  0.0819
H: -15.506 -16.037 10.339  0.1046
H: -16.704 -12.586 -2.194  0.0203